No. 1
61
Properties=species:S:1:pos:R:3:nbo_charge:R:1 method="wB97M-V/def2-TZVPD" smiles="N=[PH2][C@@]1([PH2]=O)OS(=O)(=O)O[C@@]1(S)CCSc1nnco1.O=S1(=O)CCCC1.O=S1(=O)CCCC1" lumo_energy_ev=-0.219 homo_ev=-9.6353
N 2.934 -3.943 -4.385 -1.307
P 3.044 -2.398 -4.197 1.318
C 3.108 -1.917 -2.392 -0.410
P 4.980 -1.828 -2.022 1.483
O 5.280 -0.898 -0.920 -1.066
O 2.730 -0.547 -2.217 -0.704
S 2.154 -0.264 -0.720 2.553
O 0.880 0.313 -0.943 -0.909
O 2.964 0.519 0.125 -0.859
O 2.089 -1.809 -0.294 -0.705
C 2.237 -2.728 -1.407 0.169
S 3.079 -4.167 -0.658 0.048
C 0.934 -3.337 -1.956 -0.497
C -0.138 -2.253 -2.065 -0.524
S -1.595 -2.846 -2.971 0.258
C -2.628 -1.437 -2.803 0.282
N -2.892 -0.534 -3.653 -0.278
N -3.734 0.357 -2.995 -0.291
C -3.908 -0.076 -1.819 0.281
O -3.221 -1.245 -1.609 -0.433
H 3.720 -4.331 -4.889 0.391
H 4.235 -1.920 -4.782 -0.034
H 1.989 -1.644 -4.763 -0.034
H 5.632 -1.387 -3.196 -0.061
H 5.431 -3.122 -1.694 -0.052
H 4.117 -3.580 -0.032 0.135
H 0.651 -4.104 -1.236 0.240
H 1.126 -3.850 -2.898 0.279
H -0.401 -1.928 -1.065 0.240
H 0.277 -1.420 -2.627 0.223
H -4.468 0.325 -0.983 0.248
O -5.852 1.061 0.133 -0.961
S -7.178 0.524 0.352 2.176
O -8.170 0.531 -0.687 -0.927
C -7.018 -1.132 1.011 -0.674
C -6.945 -0.931 2.522 -0.407
C -8.007 0.125 2.855 -0.401
C -7.855 1.266 1.841 -0.677
H -6.133 -1.609 0.594 0.255
H -7.912 -1.686 0.727 0.244
H -7.119 -1.863 3.056 0.228
H -5.956 -0.561 2.802 0.216
H -9.001 -0.317 2.764 0.211
H -7.905 0.492 3.875 0.228
H -8.807 1.732 1.600 0.256
H -7.151 2.021 2.187 0.250
O 3.922 5.180 4.777 -0.945
S 5.012 4.474 4.153 2.171
O 6.298 4.357 4.793 -0.944
C 4.439 2.849 3.672 -0.672
C 3.881 3.044 2.265 -0.414
C 4.886 3.947 1.540 -0.400
C 5.229 5.106 2.484 -0.678
H 3.700 2.496 4.387 0.253
H 5.302 2.183 3.665 0.239
H 3.749 2.094 1.753 0.249
H 2.909 3.539 2.315 0.212
H 5.789 3.376 1.314 0.210
H 4.488 4.315 0.595 0.224
H 6.256 5.443 2.365 0.249
H 4.547 5.945 2.356 0.245


No. 2
23
Properties=species:S:1:pos:R:3:nbo_charge:R:1 method="wB97M-V/def2-TZVPD" total_charge=+1 lumo_energy_ev=-2.635 homo_ev=-13.1550
C -3.187 0.775 -1.597 0.616
C 2.305 -1.380 0.132 -0.459
C 3.481 -1.046 1.073 -0.200
C 1.531 -0.395 0.949 0.551
C -4.165 0.462 -2.687 -0.708
N 2.543 -0.133 1.750 -0.182
N 0.316 0.086 0.917 -0.726
N -2.324 -0.007 -1.090 -0.823
N 2.622 0.719 2.822 -0.640
O -3.278 2.027 -1.156 -0.652
H 2.444 -1.109 -0.911 0.262
H 1.936 -2.401 0.193 0.261
H 3.832 -1.861 1.705 0.221
H 4.325 -0.536 0.609 0.221
H -4.838 -0.331 -2.365 0.246
H -4.740 1.350 -2.928 0.249
H -3.634 0.119 -3.573 0.242
H -0.381 -0.161 0.211 0.469
H 0.033 0.742 1.632 0.431
H -2.350 -0.938 -1.494 0.357
H 3.023 0.262 3.638 0.388
H 3.154 1.563 2.611 0.384
H -2.648 2.192 -0.441 0.489


No. 3
17
Properties=species:S:1:pos:R:3:nbo_charge:R:1 method="wB97M-V/def2-TZVPD" total_charge=-1 lumo_energy_ev=3.149 homo_ev=-1.7871
C 2.854 0.461 -0.435 0.458
C -1.689 -1.745 -0.591 -0.622
C -0.112 2.089 1.459 -0.760
C -0.306 -1.235 -0.228 -0.448
C 0.007 0.137 -0.640 -0.810
O 2.816 1.591 -0.635 -0.489
S 3.237 -0.990 -0.059 -0.088
S -1.065 1.334 -0.064 0.106
H -2.450 -1.047 -0.097 0.203
H -2.077 -2.838 -0.316 0.164
H -2.000 -1.699 -1.695 0.185
H -0.014 1.556 2.370 0.184
H -0.583 3.079 1.531 0.185
H 0.908 2.316 1.032 0.203
H 0.375 -1.926 -0.821 0.182
H -0.112 -1.308 0.917 0.177
H 0.209 0.227 -1.727 0.170


No. 4
27
Properties=species:S:1:pos:R:3:lowdin_spin:R:1 method="wB97M-V/def2-TZVPD" spin_multiplicity=3 total_charge=+1 lumo_energy_ev="-3.071 / -3.043" s2=2.0020 homo_ev="-13.2877 / -13.3198"
Pr 1.037 0.053 -0.642 2.019
O 0.474 0.958 1.595 -0.001
C -0.914 0.761 2.012 0.000
C -1.392 -0.580 1.522 0.000
N -1.250 -0.790 0.058 -0.003
C -1.109 -2.234 -0.318 0.000
C 0.349 -2.189 -0.720 -0.001
O 0.621 -1.764 -1.880 -0.006
O 1.188 -2.011 0.211 0.001
C -2.150 0.050 -0.783 0.001
C -1.568 1.445 -0.939 0.001
O -2.138 2.422 -0.556 0.002
O -0.318 1.415 -1.467 -0.011
H 0.811 1.761 2.028 0.000
H -1.512 1.580 1.629 0.000
H -0.961 0.756 3.097 0.000
H -2.438 -0.664 1.824 0.000
H -0.822 -1.357 2.022 0.000
H -1.759 -2.488 -1.147 0.000
H -1.284 -2.887 0.530 0.000
H -3.150 0.132 -0.365 0.000
H -2.203 -0.392 -1.775 0.000
Cl 3.811 -0.462 -1.164 -0.001
C 4.256 1.262 -1.201 0.000
Cl 2.797 2.285 -1.055 -0.001
H 4.718 1.473 -2.152 0.000
H 4.904 1.465 -0.364 0.000